No. 1
Entry from the OMol25 dataset: C48H52CoN7O5S2 as an isolated structure (ωB97M-V with the def2-TZVPD basis set).

Results
HOMO energy in eV: -7.24

XYZ file:
```
115
C48H52CoN7O5S2 (ωB97M-V with the def2-TZVPD basis set)
Co 0.22210 0.16804 0.43095
C -2.73090 0.95901 -4.12738
O -3.75253 1.31425 -3.18697
C -4.67393 0.33640 -2.93333
C -5.98071 0.56013 -3.35051
C -6.97215 -0.37837 -3.12473
C -6.65806 -1.56346 -2.47233
C -5.36779 -1.77692 -2.02353
C -4.36162 -0.83264 -2.22905
N -3.06049 -1.13217 -1.77042
C -2.28459 -0.39959 -0.90171
N -2.88468 0.65161 -0.32200
C -2.32812 1.64978 0.51149
C -0.97424 1.62752 0.86645
C -0.52605 2.67349 1.67681
C -1.36961 3.66453 2.14985
C -2.71311 3.62870 1.83023
C -3.20352 2.62116 1.01629
O -4.57920 2.62684 0.89521
C -5.23309 2.48123 -0.35108
N -1.07965 -0.78616 -0.63625
C -0.65559 -2.02211 -1.22158
C -0.88858 -3.18793 -0.50477
C -0.48219 -4.42904 -0.98024
C 0.17968 -4.49243 -2.19569
C 0.40043 -3.33838 -2.93636
C -0.04484 -2.10536 -2.47554
O 0.09150 -0.95455 -3.16631
C 0.61224 -1.01426 -4.48105
H -2.16063 1.86530 -4.30927
H -3.18685 0.61715 -5.06040
H -2.06686 0.19487 -3.73139
H -6.18576 1.48394 -3.87595
H -7.98126 -0.19115 -3.46633
H -7.41850 -2.31207 -2.29596
H -5.11913 -2.68383 -1.48491
H -2.75785 -2.08989 -1.88098
H -3.82747 0.80658 -0.63023
H 0.51190 2.70451 1.96194
H -0.98019 4.46108 2.77222
H -3.41558 4.36237 2.20258
H -6.19492 2.98109 -0.24943
H -5.44596 1.43409 -0.59288
H -4.67154 2.94903 -1.16406
H -1.36099 -3.09720 0.46606
H -0.70556 -5.32618 -0.42037
H 0.54571 -5.44013 -2.56854
H 0.91690 -3.40392 -3.88263
H 0.46790 -0.02164 -4.89985
H 0.08438 -1.75715 -5.08558
H 1.68228 -1.23873 -4.46836
O 1.60750 -4.12777 3.51896
C 2.28175 -4.30968 2.36737
C 3.14682 -5.39649 2.29127
C 3.85578 -5.64934 1.13793
C 3.73510 -4.81071 0.03240
C 2.89239 -3.71563 0.10744
C 2.15829 -3.44764 1.26805
C 1.27236 -2.26033 1.28272
O 1.38725 -1.41996 0.34233
N 0.39284 -2.17990 2.25687
N -0.38281 -1.02005 2.16612
C -1.18893 -0.91617 3.15807
S -2.24369 0.45553 3.43886
C -3.25070 -0.40834 4.67150
C -2.32024 -1.25249 5.51338
S -1.25841 -2.18549 4.38205
H 1.01962 -3.34880 3.38765
H 3.23283 -6.03920 3.15785
H 4.51629 -6.50677 1.09773
H 4.27349 -5.02306 -0.88148
H 2.79951 -3.02609 -0.72075
H -3.98795 -1.02885 4.16174
H -3.76641 0.35095 5.25870
H -2.86224 -1.96875 6.13040
H -1.69912 -0.62618 6.15358
C 4.06166 4.06890 3.93324
C 4.58973 2.76055 3.35069
N 3.70440 2.14024 2.37477
C 3.85775 2.55037 0.98131
C 2.99983 3.72404 0.52681
C 2.68710 1.32385 2.75842
C 2.67247 0.90843 4.21186
N 1.78123 0.86761 1.95926
H 4.74328 4.44653 4.69733
H 3.08117 3.92842 4.39041
H 3.96275 4.83044 3.16082
H 4.80486 2.05602 4.15229
H 5.54011 2.94542 2.84792
H 3.64625 1.68554 0.36250
H 4.91329 2.79403 0.84726
H 1.94389 3.48635 0.60185
H 3.20798 3.93499 -0.52306
H 3.20561 4.62775 1.10286
H 3.60364 0.41081 4.48310
H 1.85598 0.20922 4.38084
H 2.54051 1.76406 4.87448
H 1.14998 0.31597 2.52869
C 4.49982 0.33389 -3.34113
C 4.18985 -0.39670 -2.17674
C 3.05129 -0.13297 -1.46717
C 2.11739 0.86700 -1.85802
C 0.87715 1.13237 -1.16137
C 0.05253 2.06841 -1.74725
C 0.38439 2.79681 -2.90898
C 1.56203 2.57253 -3.54985
C 2.44172 1.58681 -3.04797
C 3.64083 1.30741 -3.75510
H 5.40605 0.12420 -3.89576
H 4.86556 -1.16978 -1.82936
H 2.84836 -0.69819 -0.57443
H -0.91050 2.29297 -1.31861
H -0.30978 3.54251 -3.28229
H 1.83655 3.12124 -4.44412
H 3.85125 1.88571 -4.64837
```

Mulliken population analysis, charges in e, atoms 1 to 4:
1. Co -0.223
2. C -0.683
3. O -0.284
4. C 0.139

---

No. 2
Entry from the OMol25 dataset: C48H52GeN3O2RuS2 as an isolated structure at a distorted geometry (ωB97M-V with the def2-TZVPD basis set).

Results
Spin multiplicity: 6
<S²>: 8.9869
HOMO energy (spin up / spin down) in eV: -0.52 / -1.94
Charge: -2

XYZ file:
```
109
C48H52GeN3O2RuS2 (ωB97M-V with the def2-TZVPD basis set)
Ru -0.07357 -0.67737 -0.62782
C 1.78591 -3.56733 2.96149
S 0.17338 -3.02687 3.68916
O -0.09753 -3.70532 5.01249
C 0.66615 -1.23695 4.14342
C 0.59798 -1.11853 5.71029
C 0.62637 0.23582 6.10638
C 0.40629 1.19471 5.25382
C 0.41058 1.02819 3.78686
C 0.66048 -0.27274 3.25747
H 2.51304 -3.10632 3.84305
H 1.89683 -2.87118 1.87210
H 1.58587 -4.50943 2.60049
H 0.96711 -1.92892 6.26697
H 1.12466 0.55615 7.21623
H 0.28095 2.08427 5.38500
H -0.06365 2.01150 3.15209
H 0.60437 -0.45638 1.95763
N -3.16305 -2.87169 0.40735
C -1.98225 -3.54069 0.07161
N -1.50896 -4.50675 0.91606
S -1.13288 -2.83863 -1.32510
H -3.51769 -2.23433 1.74033
H -3.01428 -1.95895 -0.19653
H -1.87484 -4.27400 1.72024
H -6.30223 -5.67153 -2.34290
C -1.78088 0.16066 0.33396
Ge -2.81587 1.70852 -0.37028
C -4.74241 1.57392 0.15088
C -5.13287 2.14447 1.37992
C -6.34244 1.78959 2.03564
C -7.20609 0.97914 1.36157
C -6.94183 0.42271 0.16065
C -5.62077 0.74264 -0.50186
C -2.67246 1.77776 -2.37327
C -1.89736 0.83701 -3.08919
C -1.93355 0.81941 -4.40231
C -2.45760 1.93729 -5.18309
C -3.17497 2.96579 -4.43393
C -3.27045 2.75892 -3.01629
C -2.30715 3.48027 0.36262
C -2.10154 3.69635 1.74618
C -1.58640 4.84150 2.22638
C -1.54160 6.01052 1.44014
C -1.94605 5.86853 -0.04101
C -2.42387 4.59227 -0.48592
H -4.47257 2.89448 1.77938
H -6.48138 2.26932 3.04325
H -8.12544 0.64776 1.82534
H -7.38435 -0.39252 -0.38097
H -5.54726 0.30170 -1.40758
H -1.53284 -0.07823 -2.62827
H -0.98268 0.27750 -5.18012
H -2.61852 1.59595 -6.08591
H -4.06802 3.40096 -5.02187
H -4.10883 3.51670 -2.65237
H -2.27387 2.66487 2.37904
H -1.23706 4.88833 3.16249
H -1.25931 6.94897 1.83977
H -1.93777 6.86328 -0.54048
H -2.75326 4.59320 -1.57562
C 6.61539 -6.34812 -1.94429
C 5.27612 -5.74086 -1.61238
C 4.34888 -5.94094 -0.62149
C 3.18623 -5.07681 -0.44945
C 2.01008 -5.77205 0.04856
C 3.08605 -3.78061 -1.14418
C 1.96157 -3.15988 -0.89830
O 1.70921 -1.71397 -1.18649
C 3.88860 -3.58886 -2.18142
C 4.14287 -2.28010 -2.99269
C 5.10152 -4.43136 -2.35241
H 6.82154 -6.51257 -3.05694
H 6.62516 -7.15293 -1.42795
H 6.94460 -5.30500 -1.18363
H 4.86422 -6.75436 -0.12527
H 2.28102 -6.74681 0.73165
H -3.26294 -3.64057 -4.58556
H 1.03017 -5.12119 0.20981
H 1.41877 -3.46615 -0.18380
H 5.39542 -2.38232 -3.37102
H 3.42082 -1.54251 -2.76106
H 3.82291 -2.48634 -4.07590
H 6.01772 -4.14239 -3.62939
C 2.05529 1.16082 -2.48590
C 2.06756 1.30117 -0.71109
C 3.50197 0.79582 -0.19551
C 1.06985 0.60511 0.04485
C 2.10946 2.84069 -0.67158
C 3.13749 3.47445 0.05350
C 3.17898 4.77736 0.16647
C 2.16155 5.45904 -0.41486
C 1.21925 4.93232 -1.23878
C 1.30745 3.55343 -1.47901
H 2.25074 0.33283 -2.94552
H 2.86074 1.89330 -3.23084
H 0.79181 1.96206 -2.58967
H 3.46850 -0.19741 -0.46582
H 3.46532 0.46300 1.01564
H 4.58575 0.98739 -0.57128
H 0.73693 1.25404 0.89176
H 3.85349 2.89100 0.54090
H 3.91866 5.46440 0.51337
H 2.05423 6.49223 -0.14166
H 0.40422 5.59804 -1.43063
H 0.52040 3.08999 -2.05953
N -2.37515 0.38835 2.81928
C -2.04712 0.21505 1.61944
H -1.89299 1.11597 3.32506
```

Mulliken population analysis, charges in e, atoms 1 to 4:
1. Ru -0.316
2. C -0.612
3. S 0.770
4. O -0.764